A structure of composition C38H41AsNO4PS6Ti at a distorted geometry, computed with wB97M-V/def2-TZVPD.

Values from the calculation:
E_LUMO (spin up / spin down) (eV): 4.19 / 4.19
Relative energy (zero: lowest compared OMol25 entry of this formula, charge and spin) (kJ/mol): 65.5
Total charge: -2

Last column: Mulliken charge in e.
Geometry (Å):
As1 1.22 -0.33 -2.28  1.741
Ti1 -0.69 -0.11 -0.43  0.198
S1 -3.94 3.76 0.04  -0.203
S2 -6.42 2.26 -0.68  -0.193
S3 -2.71 0.64 0.88  -0.041
S4 -5.30 -0.32 -0.31  0.071
S5 0.19 2.22 -0.46  -0.413
S6 -8.16 -0.10 -1.14  -0.357
P1 -0.33 0.46 2.94  0.410
O1 1.32 -2.97 1.54  -0.887
O2 0.61 -1.04 0.63  0.988
O3 -3.30 -1.03 -3.32  -0.856
O4 -1.85 0.02 -1.95  -0.641
N1 -1.22 -1.93 -0.65  1.721
C1 -2.21 -2.24 -1.55  -0.314
C2 2.95 -0.77 -1.52  0.386
C3 2.35 1.84 -3.91  -0.297
C4 3.86 0.20 -1.12  -0.648
C5 1.33 -1.10 -4.07  -0.180
C6 2.24 1.47 2.54  -1.124
C7 1.59 1.52 -2.79  -0.857
C8 -0.86 -1.08 3.90  0.504
C9 5.02 -0.15 -0.44  -0.685
C10 3.21 -2.11 -1.20  -0.268
C11 2.05 0.17 4.70  -1.742
C12 -2.13 -4.52 -0.82  -0.993
C13 2.11 4.17 -3.43  -0.544
C14 -2.49 1.84 4.18  -1.528
C15 -1.10 -0.94 5.42  -1.935
C16 -6.70 0.57 -0.73  0.077
C17 -2.68 -3.51 -1.65  -0.358
C18 -4.23 1.00 0.11  -0.253
C19 1.35 3.86 -2.31  -0.929
C20 0.25 -0.82 -4.90  -0.367
C21 -4.78 2.23 -0.10  0.067
C22 2.28 -2.48 -5.79  -0.756
C23 1.21 -2.19 -6.63  -0.384
C24 -1.05 -4.21 0.01  -0.747
C25 0.54 -2.35 0.83  1.114
C26 5.28 -1.48 -0.14  -0.598
C27 1.08 2.53 -1.95  0.936
C28 -1.01 1.99 3.81  0.987
C29 -0.26 2.61 4.99  -1.521
C30 2.62 3.16 -4.24  -0.887
C31 -0.59 -2.93 0.08  -1.074
C32 0.20 -1.36 -6.18  -0.829
C33 -2.07 -1.77 3.27  -1.319
C34 -2.94 3.65 -1.47  -0.353
C35 2.34 -1.93 -4.51  0.057
C36 4.37 -2.46 -0.52  -0.753
C37 1.51 0.35 3.28  0.995
C38 -2.55 -1.03 -2.37  0.286
H1 0.00 -1.73 3.73  0.620
H2 2.49 -2.87 -1.46  0.464
H3 -2.52 -5.53 -0.86  0.379
H4 -0.40 -0.26 5.90  0.327
H5 3.18 -2.15 -3.87  0.340
H6 -0.77 3.53 5.29  0.454
H7 3.23 3.40 -5.11  0.379
H8 -0.24 1.95 5.86  0.186
H9 -2.18 -2.78 3.68  0.385
H10 1.95 1.49 1.49  -0.064
H11 -0.99 -1.92 5.90  0.388
H12 -0.64 -1.13 -6.83  0.401
H13 2.03 2.45 2.96  0.191
H14 -3.60 3.51 -2.32  0.382
H15 3.08 -3.13 -6.14  0.395
H16 2.30 5.21 -3.68  0.342
H17 -0.96 2.70 2.98  0.434
H18 -2.60 1.41 5.18  0.274
H19 -2.99 -1.21 3.45  0.304
H20 1.65 -0.72 5.18  0.332
H21 -2.97 2.83 4.19  0.438
H22 3.33 1.30 2.58  0.445
H23 3.13 0.05 4.64  0.493
H24 0.77 2.87 4.73  0.308
H25 -0.56 -4.97 0.62  0.533
H26 -1.96 -1.86 2.19  -0.029
H27 -2.24 2.82 -1.38  -0.350
H28 -2.38 4.58 -1.57  0.328
H29 -3.04 1.22 3.47  0.209
H30 3.65 1.24 -1.34  0.293
H31 1.84 1.03 5.35  0.217
H32 -2.11 -0.59 5.61  0.389
H33 -0.55 -0.19 -4.55  0.438
H34 0.95 4.65 -1.68  0.443
H35 -3.48 -3.72 -2.35  0.548
H36 6.18 -1.75 0.40  0.364
H37 1.17 -2.62 -7.62  0.348
H38 1.73 -0.58 2.74  -0.225
H39 2.74 1.05 -4.53  0.437
H40 5.72 0.62 -0.14  0.390
H41 4.56 -3.50 -0.28  0.367

***

A structure of composition C19H32BN2O4Ti at a distorted geometry, computed with wB97M-V/def2-TZVPD.

Values from the calculation:
E_LUMO (eV): -5.93
Total charge: +1

Last column: natural (NBO) charge in e.
Geometry (Å):
Ti1 -1.85 -0.92 -2.96  1.320
O1 0.31 -0.49 -2.60  -0.948
O2 -0.28 2.55 2.11  -0.701
O3 -0.66 2.51 -0.04  -0.782
O4 0.40 -2.16 -0.82  -0.706
N1 0.92 0.15 2.09  -0.634
N2 0.73 0.29 -0.37  -0.803
C1 -4.52 1.12 -1.45  -0.199
C2 -5.28 2.65 0.44  -0.647
C3 -1.28 -0.34 1.15  -0.488
C4 -2.55 -0.33 -0.98  -0.244
C5 -0.31 1.95 1.04  0.721
C6 1.31 -1.26 2.26  -0.230
C7 2.26 -1.32 3.50  -0.394
C8 -4.33 1.61 -0.12  0.109
C9 3.31 -0.17 3.50  -0.611
C10 -3.65 0.16 -1.87  -0.257
C11 3.78 2.39 -1.13  -0.599
C12 -0.86 -4.21 -0.87  -0.619
C13 2.16 0.69 -0.34  -0.210
C14 -3.28 1.16 0.69  -0.141
C15 3.28 0.52 -2.69  -0.620
C16 0.07 0.41 0.93  0.233
C17 -0.30 -3.03 -1.72  0.020
C18 -2.38 0.19 0.28  0.087
C19 2.62 1.46 -1.62  -0.237
B1 0.48 -0.84 -1.18  1.328
H1 0.12 0.47 -2.59  0.535
H2 0.42 0.39 2.95  0.391
H3 -5.73 3.28 -0.34  0.239
H4 4.56 1.71 -0.73  0.200
H5 1.62 -1.15 4.39  0.192
H6 1.83 2.10 -2.04  0.211
H7 -1.57 -0.10 2.19  0.258
H8 -5.35 1.45 -2.08  0.253
H9 -1.85 -1.16 -1.32  0.148
H10 0.39 -3.44 -2.48  0.225
H11 4.15 1.01 -3.14  0.227
H12 -0.09 -4.69 -0.27  0.258
H13 -1.19 -2.58 -2.21  0.032
H14 -1.23 -1.44 1.14  0.233
H15 -3.79 -0.26 -2.92  0.181
H16 3.46 3.01 -0.28  0.223
H17 1.92 -1.58 1.41  0.181
H18 2.78 -0.22 -0.27  0.179
H19 2.54 0.40 -3.51  0.191
H20 -1.37 -4.92 -1.54  0.228
H21 -6.11 2.07 0.88  0.245
H22 2.74 -2.31 3.56  0.207
H23 4.24 2.96 -1.94  0.216
H24 4.07 -0.37 4.27  0.213
H25 3.85 -0.15 2.54  0.195
H26 -3.22 1.60 1.69  0.263
H27 3.51 -0.48 -2.30  0.202
H28 2.87 0.81 3.72  0.228
H29 -1.67 -3.77 -0.26  0.213
H30 2.40 1.34 0.50  0.264
H31 0.47 -1.94 2.50  0.163
H32 -4.85 3.22 1.27  0.254

***

An isolated molecule of C19H21ClN2O6S at a distorted geometry, computed with wB97M-V/def2-TZVPD.

Values from the calculation:
E_LUMO (eV): 0.45
SMILES: CC(C)CNS(=O)(=O)c1ccc(OCC(=O)Nc2ccc3c(c2)OCO3)c(Cl)c1
Relative energy (zero: lowest compared OMol25 entry of this formula, charge and spin) (kJ/mol): 147.9

Last column: natural (NBO) charge in e.
Geometry (Å):
Cl1 2.75 -2.47 2.09  0.031
S1 2.08 -0.88 -3.04  2.318
O1 -2.22 2.70 5.01  -0.488
O2 1.13 -1.10 -4.10  -0.941
O3 -4.46 2.96 4.55  -0.476
O4 3.42 -1.35 -3.19  -0.936
O5 0.02 -3.23 1.98  -0.503
O6 -3.50 -2.94 1.77  -0.600
N1 -1.97 -1.64 2.88  -0.599
N2 2.10 0.74 -2.64  -0.873
C1 1.74 -2.27 0.71  -0.102
C2 -4.03 -0.34 2.96  -0.248
C3 -1.27 -3.79 2.08  -0.166
C4 1.40 -1.57 -1.54  -0.341
C5 -0.43 -2.49 -0.30  -0.313
C6 -2.67 1.61 4.33  0.308
C7 -2.68 -0.50 3.25  0.143
C8 0.08 -1.94 -1.47  -0.157
C9 3.54 1.04 -5.30  -0.623
C10 2.35 3.12 -4.53  -0.614
C11 -1.97 0.49 3.94  -0.305
C12 3.47 2.12 -4.23  -0.226
C13 3.31 1.50 -2.83  -0.224
C14 -3.34 3.55 5.16  0.236
C15 -2.39 -2.74 2.21  0.647
C16 2.24 -1.72 -0.45  -0.188
C17 0.40 -2.68 0.80  0.366
C18 -4.03 1.76 4.05  0.204
C19 -4.73 0.80 3.36  -0.236
H1 -1.47 -2.77 -0.26  0.240
H2 1.27 1.20 -2.99  0.403
H3 -3.12 4.52 4.69  0.159
H4 4.35 0.35 -5.10  0.222
H5 1.40 2.61 -4.65  0.196
H6 3.69 1.49 -6.28  0.210
H7 2.56 3.64 -5.46  0.219
H8 -5.77 0.92 3.14  0.231
H9 -1.26 -4.39 3.00  0.224
H10 4.43 2.67 -4.22  0.203
H11 -3.54 3.70 6.23  0.158
H12 -4.55 -1.12 2.43  0.257
H13 2.26 3.85 -3.73  0.206
H14 3.28 -1.44 -0.53  0.250
H15 -0.99 -1.65 3.16  0.411
H16 4.13 0.81 -2.64  0.228
H17 -0.55 -1.81 -2.34  0.247
H18 2.61 0.47 -5.33  0.215
H19 -1.50 -4.46 1.24  0.210
H20 3.34 2.29 -2.07  0.197
H21 -0.92 0.38 4.17  0.221